Computed, not measured: a cluster of 2 separate species, CH4ClP in total in a non-equilibrium geometry, with the ωB97M-V functional and the def2-TZVPD basis.

Structure (ORCA input):
```
! wB97M-V def2-TZVPD RIJCOSX def2/J DEFGRID3
* xyz 0 1
Cl 3.518 -0.153 -0.203
P 0.847 1.377 0.125
C -0.156 -0.144 0.438
H -1.153 -0.025 -0.118
H -0.093 -0.568 1.461
H 1.092 1.108 -1.252
H 0.197 -0.879 -0.316
*
```

Summary:
**Lowest unoccupied orbital energy (spin up / spin down)**: -2.552 / -2.793 eV
**E_HOMO (spin up / spin down)**: -9.7640 / -9.6596 eV
**Electronic energy**: -841.9481 Eh
**ΔE to the lowest compared entry with this formula, charge and spin**: 2.101 eV

=====

Computed, not measured: a structure of composition CH4CsO, with the ωB97M-V functional and the def2-TZVPD basis.

Structure (ORCA input):
```
! wB97M-V def2-TZVPD RIJCOSX def2/J DEFGRID3
* xyz 1 1
Cs 0.929 -1.703 -2.490
O 0.592 1.045 0.703
C -0.504 0.180 0.351
H -0.211 -0.424 -0.508
H -1.350 0.760 -0.018
H -0.863 -0.401 1.201
H 1.408 0.543 0.761
*
```

Summary:
**Lowest unoccupied orbital energy**: -4.131 eV
**E_HOMO**: -14.1963 eV
**Electronic energy**: -135.6388 Eh
**ΔE to the lowest compared entry with this formula, charge and spin**: 0.818 eV

=====

Computed, not measured: a structure of composition CH4CsO2 in a non-equilibrium geometry, with the ωB97M-V functional and the def2-TZVPD basis.

Structure (ORCA input):
```
! wB97M-V def2-TZVPD RIJCOSX def2/J DEFGRID3
* xyz 0 2
Cs 2.977 3.804 0.165
O 0.129 1.795 -0.783
O -0.994 2.632 -0.955
C -2.018 2.255 -0.071
H -0.420 0.277 -1.653
H -2.941 2.757 -0.389
H -2.185 1.163 -0.094
H -1.758 2.563 0.956
*
```

Summary:
**Lowest unoccupied orbital energy (spin up / spin down)**: -1.189 / -1.282 eV
**E_HOMO (spin up / spin down)**: -4.8075 / -6.0347 eV
**⟨S²⟩**: 0.76
**Electronic energy**: -210.8471 Eh
**ΔE to the lowest compared entry with this formula, charge and spin**: 3.161 eV

=====

Computed, not measured: a cluster of 2 separate species, CH4F2NP in total in a non-equilibrium geometry, with the ωB97M-V functional and the def2-TZVPD basis.

Structure (ORCA input):
```
! wB97M-V def2-TZVPD RIJCOSX def2/J DEFGRID3
* xyz 0 1
P 1.331 -1.532 1.481
F 1.327 -0.078 2.125
F -0.104 -1.823 2.250
N 0.056 -0.348 -1.281
C -0.360 0.916 -0.867
H -0.022 1.779 -1.576
H -1.428 1.145 -1.105
H -0.578 -1.099 -1.258
H -0.222 1.041 0.231
*
```

Summary:
**Lowest unoccupied orbital energy (spin up / spin down)**: -0.779 / -0.420 eV
**E_HOMO (spin up / spin down)**: -10.0861 / -8.4751 eV
**Electronic energy**: -636.2612 Eh
**ΔE to the lowest compared entry with this formula, charge and spin**: 3.775 eV